Record 1
ORCA calculation (ωB97M-V/def2-TZVPD) on a cluster of 7 separate species, C27H50F9N4O19S in total at a distorted geometry.

Last column: Löwdin charge in e.
CARTESIAN COORDINATES (ANGSTROEM)
N: 0.93305 -2.68029 2.67640  0.0561
C: 1.17893 -3.00772 1.28300  -0.1550
N: 2.52915 -2.43954 0.87065  0.0420
F: 3.30800 -2.27275 1.98733  0.0232
C: 2.44049 -1.23743 0.24136  -0.4537
N: 1.76720 -1.14417 -0.84445  0.2716
N: 3.12430 -0.14875 0.79879  -0.3035
S: 4.20440 0.35176 -0.55637  0.8997
C: 2.17716 0.97171 1.04104  -0.1867
C: 1.36291 0.76191 2.33710  -0.1635
O: 0.68246 1.98860 2.52424  -0.0890
C: -0.66320 1.84574 2.90290  -0.0679
C: -1.61030 1.47998 1.74327  -0.4458
F: -1.13873 1.88439 0.58073  0.1618
F: -2.77354 2.07309 2.01161  0.1531
C: -1.92295 -0.04768 1.61850  -0.3536
F: -1.74930 -0.70146 2.76161  0.1591
F: -1.09511 -0.56904 0.68037  0.1082
C: -3.35724 -0.42545 1.12019  -0.3991
F: -4.23621 -0.34049 2.09182  0.1865
F: -3.74797 0.27911 0.05987  0.1515
C: -3.35660 -1.93876 0.64755  -0.3231
F: -3.13319 -1.97818 -0.66349  0.1134
F: -4.54857 -2.46139 0.85239  0.1283
H: 1.31359 -3.41456 3.25773  0.0941
H: -0.06939 -2.63663 2.81430  0.0746
H: 1.27083 -4.08779 1.19159  0.1266
H: 0.39660 -2.62163 0.64211  0.1065
H: 1.57834 -1.98631 -1.37538  0.1663
H: 1.43702 -0.27252 -1.25015  0.1154
H: 4.72713 1.55259 -0.21869  -0.0902
H: 2.72248 1.89387 1.19194  0.1236
H: 1.45654 1.12968 0.23178  0.1118
H: 0.69576 -0.09492 2.28198  0.0907
H: 2.07859 0.62718 3.14776  0.1431
H: -0.98155 2.82959 3.24146  0.1354
H: -0.80288 1.19003 3.76257  0.1480
H: -2.56001 -2.48099 1.15570  0.1578
C: -11.24160 -3.63393 -0.46145  -0.0370
O: -10.01173 -2.93424 -0.66546  0.0063
C: -9.28441 -2.77177 0.43834  -0.6198
O: -9.57425 -3.15428 1.54122  0.1274
O: -8.17221 -2.10874 0.10824  0.0123
C: -7.29356 -1.86306 1.20463  -0.0470
H: -11.73404 -3.69898 -1.42753  0.0938
H: -11.05460 -4.64029 -0.09101  0.0980
H: -11.88433 -3.08873 0.22727  0.0988
H: -6.95153 -2.79982 1.64086  0.0969
H: -7.78297 -1.24781 1.95887  0.1053
H: -6.44218 -1.32315 0.81610  0.0664
C: 5.82416 -2.87302 0.12395  -0.0676
O: 7.15743 -3.29082 0.39722  0.0105
C: 7.78720 -2.52626 1.29639  -0.6168
O: 7.31727 -1.56596 1.85066  0.1230
O: 9.01177 -3.01160 1.46605  0.0124
C: 9.81011 -2.28872 2.40849  -0.0306
H: 5.40810 -3.55424 -0.61651  0.0882
H: 5.21842 -2.92603 1.02588  0.0739
H: 5.81160 -1.86673 -0.29268  0.0424
H: 9.35453 -2.31371 3.39658  0.0991
H: 9.95402 -1.26074 2.08128  0.0989
H: 10.77558 -2.78395 2.45218  0.0962
C: -7.03777 6.36295 -1.02621  -0.0344
O: -5.74808 5.85954 -0.66643  0.0062
C: -5.59449 4.55240 -0.86889  -0.6180
O: -6.42201 3.80042 -1.31084  0.1320
O: -4.35565 4.21738 -0.49383  0.0154
C: -4.05260 2.83164 -0.65716  -0.0533
H: -7.03306 7.42843 -0.81505  0.0945
H: -7.22617 6.21336 -2.08767  0.0990
H: -7.81549 5.88763 -0.43133  0.0990
H: -4.12624 2.54601 -1.70719  0.1048
H: -4.71674 2.22813 -0.05239  0.0891
H: -3.03758 2.68626 -0.32740  0.0606
C: 2.80634 -4.45096 -5.91683  -0.0356
O: 4.15743 -4.88805 -5.77322  0.0181
C: 4.83656 -4.20359 -4.85089  -0.6145
O: 4.40374 -3.27585 -4.20547  0.0901
O: 6.06587 -4.70825 -4.76277  0.0208
C: 6.89609 -4.00125 -3.83437  -0.0266
H: 2.34444 -5.04473 -6.70014  0.0994
H: 2.25018 -4.60149 -4.99245  0.0957
H: 2.78719 -3.40234 -6.20925  0.0850
H: 6.45726 -4.02920 -2.83862  0.0793
H: 7.03789 -2.97098 -4.15646  0.1010
H: 7.86373 -4.49312 -3.80897  0.1003
C: 2.45590 -0.19721 -5.73183  -0.0235
O: 1.02834 -0.15924 -5.70258  0.0310
C: 0.50406 0.16326 -4.54127  -0.6362
O: 1.11136 0.39808 -3.52873  0.0929
O: -0.81000 0.18996 -4.67853  0.0293
C: -1.52012 0.53865 -3.49728  -0.0333
H: 2.75572 -0.48015 -6.73674  0.0998
H: 2.86650 0.78687 -5.51352  0.1023
H: 2.84367 -0.93753 -5.03217  0.0843
H: -1.24746 1.53962 -3.16687  0.1014
H: -1.33643 -0.18914 -2.70634  0.0851
H: -2.57467 0.52667 -3.74746  0.1015
C: -0.52963 5.86349 3.31917  -0.0395
O: 0.80403 5.43964 3.60412  -0.0079
C: 1.46434 6.24272 4.44621  -0.6206
O: 1.02992 7.24225 4.95023  0.1364
O: 2.68541 5.73767 4.62603  0.0001
C: 3.50987 6.50140 5.51156  -0.0360
H: -0.95926 5.13818 2.63157  0.0797
H: -1.13068 5.88269 4.22732  0.1024
H: -0.53552 6.84110 2.84146  0.1027
H: 3.06780 6.54648 6.50508  0.0993
H: 3.66790 7.50447 5.12009  0.0997
H: 4.46717 5.99152 5.57368  0.0928

## Properties
electronic energy	-4004.0228	a.u.
charge	+1
LUMO level	-4.06	eV

=====

Record 2
ORCA calculation (ωB97M-V/def2-TZVPD) on a structure of composition C5H9NO at a distorted geometry.

Last column: natural (NBO) charge in e.
CARTESIAN COORDINATES (ANGSTROEM)
C: -0.92451 -1.57376 0.11657  -0.6299
C: -0.17264 -0.21360 0.09671  -0.0225
C: -1.14635 0.89879 0.52639  -0.6349
C: 1.59617 0.31614 0.56334  -0.2150
N: 1.65962 0.47433 -0.86683  -0.6392
C: 0.40021 0.15476 -1.24863  0.6414
O: -0.17414 0.23073 -2.30886  -0.6040
H: -1.89540 -1.50076 -0.41648  0.2324
H: -1.17948 -1.87056 1.13681  0.2166
H: -0.38839 -2.39010 -0.37563  0.2219
H: -1.30021 0.85327 1.60555  0.2155
H: -2.14104 0.82524 0.05312  0.2309
H: -0.75022 1.88100 0.25290  0.2150
H: 1.42961 1.23738 1.13920  0.1678
H: 2.59853 -0.04478 0.92669  0.2010
H: 2.41004 0.80267 -1.45315  0.4031

## Properties
electronic energy	-325.8517	a.u.
relative energy (zero: lowest compared OMol25 entry of this formula, charge and spin)	2.335	eV
LUMO level	0.86	eV

=====

Record 3
ORCA calculation (ωB97M-V/def2-TZVPD) on a cluster of 2 separate species, C3H6N2S in total at a distorted geometry.

Last column: Löwdin spin population.
CARTESIAN COORDINATES (ANGSTROEM)
C: 2.28780 -1.39216 -0.83812  0.0020
C: -0.65456 0.63198 0.70900  0.1907
C: -1.38831 0.11965 -0.46100  1.3229
N: 3.23846 -1.40864 -0.20671  0.0002
N: 0.55137 1.29591 0.18920  0.0300
S: -2.28576 -1.23341 -0.02393  0.3659
H: -1.28375 1.40643 1.29197  0.0278
H: -0.40142 -0.24550 1.30622  0.0258
H: 1.45967 -1.43985 -1.51220  0.0026
H: 0.31368 2.09145 -0.43744  0.0047
H: 1.11526 1.51707 1.08458  0.0017
H: -2.95244 -1.34294 -1.10157  0.0257

## Properties
<S²>	2.01
electronic energy	-625.4090	a.u.
relative energy (zero: lowest compared OMol25 entry of this formula, charge and spin)	1.514	eV
LUMO level (alpha / beta)	0.72 / -1.51	eV
multiplicity	3

=====

Record 4
ORCA calculation (ωB97M-V/def2-TZVPD) on a structure of composition C30H30Cl5N7NaO3P.

Last column: Löwdin charge in e.
CARTESIAN COORDINATES (ANGSTROEM)
Na: 0.18626 1.05142 0.75788  0.1002
Cl: 2.64667 4.61338 1.81036  0.6952
C: 1.70632 4.54246 0.34390  -0.5882
C: 1.48179 3.30240 -0.31510  -0.3571
C: 0.45852 3.35778 -1.32021  -0.5777
Cl: -0.00385 1.83671 -2.05566  0.7172
C: -0.15915 4.51799 -1.71614  -0.7073
Cl: -1.37068 4.47640 -2.95315  0.6559
C: 0.17927 5.73961 -1.12989  -0.7401
Cl: -0.53316 7.21323 -1.67822  0.6374
C: 1.09731 5.71862 -0.08806  -0.7083
Cl: 1.46667 7.21039 0.70852  0.6543
C: -5.60946 1.23597 1.00521  -0.0616
N: -4.39860 1.45172 0.22916  -0.1737
C: -4.43000 0.86240 -1.09252  -0.0692
C: -3.15886 1.49833 0.85599  -0.4167
N: -2.09812 0.92178 0.45931  0.1521
N: -3.16373 2.32415 1.98556  0.1251
C: -2.04884 2.85578 2.65071  -0.4920
N: -2.47918 3.65181 3.70581  0.1260
N: -0.85057 2.68772 2.27425  0.1673
H: -6.43371 1.82490 0.60080  0.0898
H: -5.46610 1.51185 2.04608  0.0761
H: -5.90218 0.17929 0.99366  0.0920
H: -5.38827 1.09681 -1.55389  0.0917
H: -4.32068 -0.23117 -1.07366  0.0943
H: -3.64303 1.29259 -1.71171  0.0911
H: -2.27024 0.32263 -0.34083  0.0284
H: -3.95622 2.94434 2.02391  0.1314
H: -3.25921 3.29170 4.23261  0.0920
H: -1.74412 4.02197 4.28585  0.0957
H: -0.20639 3.15110 2.91105  0.0698
O: 0.48253 -0.38085 3.19774  -0.0373
N: 0.30578 -1.24675 2.13089  0.0073
C: 0.26033 -2.48047 2.40347  -0.0992
C: 0.00499 -3.51125 1.37432  -0.2244
C: -0.28611 -4.77356 1.88455  -0.0474
C: -0.59599 -5.83888 1.05199  -0.0769
C: -0.61150 -5.63396 -0.31340  -0.0694
C: -0.29993 -4.38173 -0.83281  -0.0684
C: 0.02295 -3.30015 -0.02012  -0.2846
P: 0.45470 -1.66835 -0.78679  1.1199
C: 0.28503 -2.00154 -2.57791  -0.3993
C: -0.88572 -1.56646 -3.19430  -0.1187
C: -1.09292 -1.76221 -4.55323  -0.0805
C: -0.11678 -2.38650 -5.31525  -0.0839
C: 1.06201 -2.81302 -4.71598  -0.0740
C: 1.26050 -2.62204 -3.35728  -0.0858
C: 2.27970 -1.68466 -0.59217  -0.3685
C: 2.97314 -2.57670 0.21948  -0.0856
C: 4.34897 -2.46164 0.37542  -0.0835
C: 5.04418 -1.45894 -0.28451  -0.0835
C: 4.35789 -0.57169 -1.10244  -0.0686
C: 2.98566 -0.68051 -1.25127  -0.1141
H: 0.57546 -0.90551 4.01104  0.0954
H: 0.35160 -2.82548 3.43788  0.1296
H: -0.27767 -4.91796 2.95858  0.1086
H: -0.82218 -6.81065 1.47014  0.1046
H: -0.85097 -6.44513 -0.98888  0.1064
H: -0.30190 -4.25389 -1.90628  0.0960
H: -1.64420 -1.05526 -2.60984  0.0849
H: -2.00593 -1.41419 -5.01866  0.1027
H: -0.26604 -2.53101 -6.37757  0.1021
H: 1.83153 -3.29088 -5.30856  0.1042
H: 2.18473 -2.94809 -2.89536  0.1114
H: 2.45356 -3.37612 0.73385  0.0943
H: 4.87419 -3.16109 1.01398  0.0989
H: 6.11538 -1.36418 -0.15997  0.1005
H: 4.88394 0.22804 -1.60705  0.1109
H: 2.45956 0.04808 -1.85470  0.0869
C: 3.37696 1.27247 2.84222  -0.1048
O: 2.77433 0.93089 1.61041  -0.1842
H: 3.35215 0.37279 3.45742  0.0839
H: 2.83860 2.08214 3.33932  0.0613
H: 4.41754 1.56382 2.68453  0.0896
O: 3.10242 2.04889 0.72471  -0.1839
N: 2.00909 2.07812 -0.14917  -0.0638

## Properties
electronic energy	-4574.6875	a.u.
relative energy (zero: lowest compared OMol25 entry of this formula, charge and spin)	2.387	eV
LUMO level	-0.17	eV